No. 1
25
Properties=species:S:1:pos:R:3 method="wB97M-V/def2-TZVPD" gap_ha=0.3031 relative_energy_kcal_mol=81.9 charge=0 e_tot_ha=-518.71237 spin_multiplicity=1
C 2.406 -0.302 1.335
C 1.458 -1.176 0.720
C 2.777 0.921 0.791
C 0.937 -0.962 -0.485
C 2.324 1.220 -0.603
C 1.405 0.160 -1.214
C -2.183 0.539 0.933
C -2.812 0.589 -0.456
C -1.967 -0.989 0.762
C -2.383 -0.851 -0.679
N 1.012 0.375 -2.439
O -2.319 -1.537 -1.622
H 2.960 -0.609 2.250
H 1.321 -2.134 1.204
H 3.444 1.609 1.327
H 0.147 -1.521 -0.862
H 3.184 1.564 -1.168
H -1.175 0.970 0.895
H -2.667 0.883 1.804
H -3.883 0.744 -0.428
H -2.445 1.332 -1.244
H -0.882 -1.269 0.919
H -2.484 -1.351 1.638
H 0.317 -0.183 -2.814
H 1.508 1.980 -0.566

---

No. 2
25
Properties=species:S:1:pos:R:3 method="wB97M-V/def2-TZVPD" gap_ha=0.3819 relative_energy_kcal_mol=63.7 charge=0 e_tot_ha=-518.74141 spin_multiplicity=1
N -0.821 -0.985 3.495
C -0.303 -0.898 2.475
O -1.525 0.405 -0.229
C 2.062 0.319 -0.745
C 0.739 0.188 -1.078
C -2.018 1.797 -0.648
C 1.847 1.548 1.342
C 1.777 -0.927 1.280
C 0.343 1.552 1.068
C 0.273 -0.855 1.102
C 2.465 0.272 0.769
C -0.107 0.317 0.184
H 2.842 0.431 -1.556
H 0.330 0.083 -2.023
H -2.180 2.489 0.189
H -1.360 2.357 -1.345
H -2.908 1.744 -1.225
H 2.089 1.592 2.400
H 2.292 2.469 0.837
H 2.046 -1.135 2.256
H 2.071 -1.825 0.666
H -0.192 1.685 2.017
H 0.111 2.450 0.424
H -0.180 -1.775 0.617
H 3.536 -0.068 0.959

---

| no. | E_HOMO (Eh) |
| --- | --- |
| 1 | -0.3077 |
| 2 | -0.3552 |